A molecular structure, C17H23CdN6SSbSe4 in a non-equilibrium geometry. Source: OMol25; level of theory: ωB97M-V/def2-TZVPD.

XYZ file:
```
53
Properties=species:S:1:pos:R:3:nbo_charge:R:1
Cd 1.7086 15.6039 9.4166 1.5652
C 0.9165 14.2293 13.6894 -0.7172
C 1.4149 14.4771 12.2852 0.3769
N 1.3352 15.5789 11.5670 -0.4123
N 0.7247 16.6515 12.1201 -0.5647
C 1.1135 17.9994 12.0863 0.2888
N 0.2595 18.8341 12.6747 -0.7978
S 2.3801 18.5612 11.1843 -0.2881
C 2.1666 13.3873 11.6072 0.1555
C 1.9851 12.0245 11.9097 -0.2052
C 2.6096 11.0504 11.1272 -0.1735
C 3.5279 11.4280 10.1916 -0.2698
C 3.7163 12.7976 9.9950 0.0751
N 2.9732 13.7489 10.5532 -0.4802
H 0.6749 15.2108 14.1324 0.2458
H 1.6811 13.7012 14.2558 0.2140
H -0.0171 13.6907 13.5999 0.2895
H -0.2960 16.4884 12.2254 0.4279
H -0.6465 18.4714 13.0212 0.4315
H 0.5001 19.8130 12.6917 0.4065
H 1.3055 11.6944 12.7246 0.2300
H 2.2849 10.0450 11.2585 0.2061
H 3.9493 10.7331 9.5138 0.2114
H 4.4441 13.1250 9.2478 0.2256
Se -4.1521 14.7030 8.8754 -0.8620
Sb -2.0477 15.3743 10.0732 1.0317
Se -0.6008 16.7241 8.4562 -0.8844
Se -1.1339 13.1558 10.9431 -0.9316
Se -2.5605 16.8214 12.0682 -0.9000
C 0.1576 11.8608 5.2052 -0.5960
C -0.2945 12.0145 6.6827 -0.5263
C 0.6458 12.8962 7.3885 0.4021
N 1.3803 13.6275 7.9289 -0.4447
H -0.7057 11.7616 4.5395 0.2125
H 0.7137 10.9526 5.1593 0.2014
H 0.7766 12.7118 4.8821 0.2292
H -0.3407 11.0571 7.2570 0.2490
H -1.2874 12.5012 6.8094 0.2917
C 5.1923 16.3185 10.5275 -0.6377
C 5.0407 16.0460 9.0689 0.0768
C 6.1328 15.6479 8.2198 -0.3837
C 5.6238 15.6099 6.9143 -0.3728
C 4.2454 16.0555 7.0404 0.0728
C 3.2892 16.3917 5.9628 -0.6330
N 3.8965 16.1927 8.3460 -0.6364
H 5.7952 17.2255 10.6665 0.2018
H 5.6831 15.4468 11.0507 0.1840
H 4.2151 16.3771 11.0360 0.2318
H 7.0914 15.3296 8.6140 0.1828
H 6.2567 15.3972 6.0750 0.1846
H 2.6238 17.2463 6.3111 0.2218
H 2.6453 15.5148 5.7444 0.1987
H 3.8040 16.6857 5.0113 0.1947
```

Net charge   -2
Energy   -11402.137781 hartree
Energy above the lowest of the compared OMol25 structures with the same formula, charge and spin   0.0 kJ/mol